No. 1
This record from the OMol25 dataset describes 2 unconnected molecules or ions with the total composition C3H2ClF3 at a distorted geometry. The level of theory is ωB97M-V/def2-TZVPD.

## Properties
F_max ... 5.37 eV Å⁻¹
ΔE to the lowest compared entry with this formula, charge and spin ... 77.3 kcal/mol
LUMO energy ... -0.50 eV

Each atom is followed by the atoms it is bonded to, with distances in Å.
Geometry (Å):
1 F -3.85 -0.44 -1.09  C5 1.320
2 H -1.53 -0.09 1.41  C3 1.114
3 C -1.08 0.65 0.71  H2 1.114, C7 1.362, F9 1.329
4 H -0.12 -0.65 -0.56  C7 0.996
5 C -4.78 0.37 -0.63  F1 1.320, Cl8 1.632
6 F 0.22 1.20 -1.17  C7 1.319
7 C -0.25 0.31 -0.33  C3 1.362, H4 0.996, F6 1.319
8 Cl -4.97 0.04 0.96  C5 1.632
9 F -1.23 1.92 1.06  C3 1.329

List of Mulliken charges in e, atom by atom: number 1, F, carries -0.0575; number 2, H, carries 0.3260; number 3, C, carries -0.0907; number 4, H, carries 0.3750; number 5, C, carries 0.0482; number 6, F, carries -0.2218; number 7, C, carries -0.1506; number 8, Cl, carries 0.0097; number 9, F, carries -0.2383

=====

No. 2
This record from the OMol25 dataset describes 6 unconnected molecules or ions with the total composition C42H42F9IN8O at a distorted geometry. The level of theory is ωB97M-V/def2-TZVPD.

## Properties
SMILES ... CCCCN[C@H]1[C@@H](C(F)(F)C(F)(F)C(F)(F)C(F)(F)F)NC(=O)[C@@]1(I)c1cccnc1.c1ccncc1.c1ccncc1.c1ccncc1.c1ccncc1.c1ccncc1
F_max ... 1.75 eV Å⁻¹
LUMO energy ... 0.11 eV

Each atom is followed by the atoms it is bonded to, with distances in Å.
Geometry (Å):
1 C -5.89 -3.41 -2.22  C19 1.388, H58 1.081, C87 1.385
2 C -0.95 -0.65 -1.85  H6 1.092, C44 1.529, H52 1.093, H68 1.097
3 C -2.40 -3.96 2.56  C74 1.387, N92 1.331, H103 1.085
4 F 4.56 -0.20 1.06  C70 1.332
5 C -4.21 -6.04 -3.62  H9 1.084, C60 1.387, N77 1.331
6 H -1.21 0.27 -2.39  C2 1.092
7 N -0.81 1.61 2.35  H22 1.012, C34 1.438, C45 1.459
8 H 0.51 -2.70 3.25  C85 1.085
9 H -5.09 -5.42 -3.79  C5 1.084
10 I -2.31 4.62 0.95  C13 2.139
11 H -1.79 1.41 -0.33  C93 1.095
12 F 4.20 3.23 3.42  C94 1.340
13 C -0.30 3.90 1.03  I10 2.139, C23 1.525, C34 1.564, C82 1.541
14 C -2.32 -6.38 -2.40  C49 1.387, H66 1.085, N77 1.332
15 H -2.61 -8.78 -4.75  C48 1.082
16 C 3.48 -1.38 8.16  C24 1.387, N29 1.331, H47 1.085
17 C 5.70 -1.57 6.62  C28 1.386, H30 1.082, C56 1.387
18 N 0.75 4.62 -2.53  C35 1.324, C41 1.335
19 C -4.74 -2.64 -2.05  C1 1.388, H86 1.084, N98 1.330
20 H -1.09 -8.06 -2.90  C49 1.081
21 H -2.79 0.52 0.81  C93 1.099
22 H -1.77 1.74 2.63  N7 1.012
23 C 0.18 3.60 -0.39  C13 1.525, C35 1.424, C63 1.393
24 C 3.47 -0.78 6.91  C16 1.387, C28 1.386, H39 1.082
25 C -1.71 -4.81 4.68  H46 1.082, C61 1.386, C74 1.386
26 C 0.55 6.47 -6.99  C54 1.385, C71 1.388, H73 1.081
27 H 4.64 -0.42 5.14  C28 1.080
28 C 4.61 -0.87 6.12  C17 1.386, C24 1.386, H27 1.080
29 N 4.52 -2.06 8.64  C16 1.331, C56 1.331
30 H 6.61 -1.67 6.04  C17 1.082
31 H -1.20 -1.52 0.09  C44 1.099
32 H -7.71 -3.61 -3.34  C87 1.083
33 H 0.22 -4.07 5.30  C61 1.081
34 C -0.20 2.91 2.23  N7 1.438, C13 1.564, H88 1.096, C101 1.596
35 C 0.30 4.71 -1.29  N18 1.324, C23 1.424, H78 1.088
36 F 5.37 1.12 -0.44  C70 1.327
37 F 2.17 1.72 4.43  C91 1.371
38 N 1.87 4.25 2.00  C82 1.442, H89 1.014, C101 1.480
39 H 2.59 -0.24 6.56  C24 1.082
40 H -0.93 -0.40 1.98  C45 1.099
41 C 1.12 3.42 -2.97  N18 1.335, C55 1.400, H102 1.087
42 H 6.44 -2.69 8.30  C56 1.085
43 H 1.20 7.12 -8.94  C54 1.083
44 C -1.71 -0.78 -0.53  C2 1.529, H31 1.099, H84 1.092, C93 1.536
45 C -0.76 0.51 1.40  N7 1.459, H40 1.099, C93 1.529, H95 1.091
46 H -1.87 -5.41 5.56  C25 1.082
47 H 2.61 -1.33 8.80  C16 1.085
48 C -2.83 -7.91 -4.16  H15 1.082, C49 1.385, C60 1.385
49 C -1.99 -7.51 -3.13  C14 1.387, H20 1.081, C48 1.385
50 C 2.80 6.31 -7.75  C54 1.386, C69 1.387, H97 1.082
51 H 0.45 1.47 -0.28  C63 1.079
52 H -1.16 -1.50 -2.50  C2 1.093
53 F 1.88 0.78 2.49  C91 1.355
54 C 1.49 6.68 -7.99  C26 1.385, H43 1.083, C50 1.386
55 C 1.03 2.26 -2.20  C41 1.400, C63 1.398, H79 1.084
56 C 5.60 -2.14 7.88  C17 1.387, N29 1.331, H42 1.085
57 F 4.85 3.30 1.06  C90 1.347
58 H -6.04 -4.29 -1.60  C1 1.081
59 H 0.27 5.75 -4.98  C71 1.085
60 C -3.97 -7.15 -4.41  C5 1.387, C48 1.385, H75 1.081
61 C -0.55 -4.06 4.54  C25 1.386, H33 1.081, C85 1.387
62 H -5.13 -0.32 -4.28  C64 1.085
63 C 0.54 2.35 -0.89  C23 1.393, H51 1.079, C55 1.398
64 C -5.37 -1.21 -3.70  H62 1.085, C83 1.386, N98 1.332
65 F 3.10 2.10 0.52  C90 1.354
66 H -1.68 -6.04 -1.59  C14 1.085
67 N 2.23 5.55 -5.55  C69 1.331, C71 1.330
68 H 0.14 -0.64 -1.68  C2 1.097
69 C 3.12 5.76 -6.52  C50 1.387, N67 1.331, H72 1.085
70 C 5.13 0.98 0.85  F4 1.332, F36 1.327, C90 1.552, F99 1.330
71 C 0.97 5.91 -5.79  C26 1.388, H59 1.085, N67 1.330
72 H 4.14 5.46 -6.29  C69 1.085
73 H -0.49 6.75 -7.13  C26 1.081
74 C -2.66 -4.75 3.67  C3 1.387, C25 1.386, H100 1.081
75 H -4.66 -7.42 -5.20  C60 1.081
76 F 4.36 1.05 3.41  C94 1.356
77 N -3.41 -5.65 -2.63  C5 1.331, C14 1.332
78 H 0.00 5.70 -0.96  C35 1.088
79 H 1.32 1.30 -2.61  C55 1.084
80 O 0.56 6.12 1.62  C82 1.171
81 H 1.12 3.53 3.77  C101 1.093
82 C 0.70 4.96 1.54  C13 1.541, N38 1.442, O80 1.171
83 C -6.54 -1.91 -3.94  C64 1.386, C87 1.387, H96 1.081
84 H -2.71 -1.19 -0.72  C44 1.092
85 C -0.39 -3.30 3.39  H8 1.085, C61 1.387, N92 1.331
86 H -4.00 -2.91 -1.31  C19 1.084
87 C -6.80 -3.04 -3.18  C1 1.385, H32 1.083, C83 1.387
88 H -0.76 3.47 2.99  C34 1.096
89 H 2.44 3.98 1.20  N38 1.014
90 C 4.20 2.14 1.31  F57 1.347, F65 1.354, C70 1.552, C94 1.572
91 C 2.23 1.95 3.08  F37 1.371, F53 1.355, C94 1.563, C101 1.543
92 N -1.29 -3.24 2.42  C3 1.331, C85 1.331
93 C -1.81 0.51 0.30  H11 1.095, H21 1.099, C44 1.536, C45 1.529
94 C 3.76 2.12 2.82  F12 1.340, F76 1.356, C90 1.572, C91 1.563
95 H 0.26 0.39 1.02  C45 1.091
96 H -7.23 -1.57 -4.71  C83 1.081
97 H 3.57 6.46 -8.50  C50 1.082
98 N -4.48 -1.56 -2.77  C19 1.330, C64 1.332
99 F 6.29 1.03 1.51  C70 1.330
100 H -3.58 -5.31 3.73  C74 1.081
101 C 1.29 3.13 2.77  C34 1.596, N38 1.480, H81 1.093, C91 1.543
102 H 1.50 3.38 -3.99  C41 1.087
103 H -3.12 -3.89 1.75  C3 1.085

Mulliken population analysis, charges in e, atoms 1 to 99: number 1, C, carries -1.0550; number 2, C, carries -1.4362; number 3, C, carries -0.0137; number 4, F, carries -0.2045; number 5, C, carries 0.0947; number 6, H, carries 0.2711; number 7, N, carries -0.0814; number 8, H, carries 0.4263; number 9, H, carries 0.2188; number 10, I, carries 0.1374; number 11, H, carries 0.2072; number 12, F, carries -0.2859; number 13, C, carries 0.4846; number 14, C, carries -0.2007; number 15, H, carries 0.3837; number 16, C, carries -0.3296; number 17, C, carries -0.6434; number 18, N, carries -0.3513; number 19, C, carries 0.0241; number 20, H, carries 0.3581; number 21, H, carries 0.4643; number 22, H, carries 0.4533; number 23, C, carries 0.1627; number 24, C, carries -0.4191; number 25, C, carries -0.1177; number 26, C, carries -0.6806; number 27, H, carries 0.5459; number 28, C, carries 0.1420; number 29, N, carries -0.5630; number 30, H, carries 0.3648; number 31, H, carries 0.0896; number 32, H, carries 0.4133; number 33, H, carries 0.4003; number 34, C, carries -1.3932; number 35, C, carries -1.1002; number 36, F, carries -0.2424; number 37, F, carries -0.3383; number 38, N, carries -0.3410; number 39, H, carries 0.4057; number 40, H, carries 0.6336; number 41, C, carries -0.1726; number 42, H, carries 0.3484; number 43, H, carries 0.3706; number 44, C, carries 0.4014; number 45, C, carries -1.4010; number 46, H, carries 0.3722; number 47, H, carries 0.3531; number 48, C, carries -0.1758; number 49, C, carries -0.5340; number 50, C, carries -0.4641; number 51, H, carries 0.9279; number 52, H, carries 0.5012; number 53, F, carries -0.2382; number 54, C, carries -0.1633; number 55, C, carries -1.7972; number 56, C, carries -0.1990; number 57, F, carries -0.3315; number 58, H, carries 0.4140; number 59, H, carries 0.2806; number 60, C, carries -0.7261; number 61, C, carries -0.7229; number 62, H, carries 0.3611; number 63, C, carries 0.5331; number 64, C, carries -0.3177; number 65, F, carries 0.0282; number 66, H, carries 0.3755; number 67, N, carries -0.3134; number 68, H, carries 0.3259; number 69, C, carries -0.1919; number 70, C, carries 0.4354; number 71, C, carries 0.1064; number 72, H, carries 0.3592; number 73, H, carries 0.3510; number 74, C, carries -0.7354; number 75, H, carries 0.3521; number 76, F, carries -0.2583; number 77, N, carries -0.1318; number 78, H, carries 0.3965; number 79, H, carries 0.4518; number 80, O, carries -0.4964; number 81, H, carries 0.3645; number 82, C, carries 0.0926; number 83, C, carries -0.4638; number 84, H, carries -0.2307; number 85, C, carries -0.1308; number 86, H, carries 0.6012; number 87, C, carries -0.1203; number 88, H, carries 1.0881; number 89, H, carries 0.2662; number 90, C, carries 0.5054; number 91, C, carries 0.6974; number 92, N, carries -0.2176; number 93, C, carries -0.0752; number 94, C, carries 0.5354; number 95, H, carries 0.3746; number 96, H, carries 0.3682; number 97, H, carries 0.3462; number 98, N, carries -0.2391; number 99, F, carries -0.2510

=====

Please write out number 1 again, unchanged.
This record from the OMol25 dataset describes 2 unconnected molecules or ions with the total composition C3H2ClF3 at a distorted geometry. The level of theory is ωB97M-V/def2-TZVPD.

## Properties
F_max ... 5.37 eV Å⁻¹
ΔE to the lowest compared entry with this formula, charge and spin ... 77.3 kcal/mol
LUMO energy ... -0.50 eV

Each atom is followed by the atoms it is bonded to, with distances in Å.
Geometry (Å):
1 F -3.85 -0.44 -1.09  C5 1.320
2 H -1.53 -0.09 1.41  C3 1.114
3 C -1.08 0.65 0.71  H2 1.114, C7 1.362, F9 1.329
4 H -0.12 -0.65 -0.56  C7 0.996
5 C -4.78 0.37 -0.63  F1 1.320, Cl8 1.632
6 F 0.22 1.20 -1.17  C7 1.319
7 C -0.25 0.31 -0.33  C3 1.362, H4 0.996, F6 1.319
8 Cl -4.97 0.04 0.96  C5 1.632
9 F -1.23 1.92 1.06  C3 1.329

List of Mulliken charges in e, atom by atom: number 1, F, carries -0.0575; number 2, H, carries 0.3260; number 3, C, carries -0.0907; number 4, H, carries 0.3750; number 5, C, carries 0.0482; number 6, F, carries -0.2218; number 7, C, carries -0.1506; number 8, Cl, carries 0.0097; number 9, F, carries -0.2383